This record from OMol25 describes a molecular structure, C2H7EuN3O5PS2 at a distorted geometry. The level of theory is ωB97M-V/def2-TZVPD.

expectation value of S²: 15.7598
net charge: +1
LUMO level (alpha / beta): -5.959 / -5.800 eV
2S+1: 8
Kohn-Sham gap (alpha / beta): 6.993 / 7.155 eV
calculated total energy: -67169.5567 eV
HOMO energy (alpha / beta): -12.95 / -12.95 eV

Last column: Mulliken spin population.
Atoms and positions in Å:
N: 2.33 -0.72 1.33  0.000
C: 1.95 -0.74 0.01  0.000
C: 1.63 0.56 -0.93  0.002
S: 0.73 1.97 -0.03  -0.001
O: 1.02 3.24 -0.93  -0.007
O: 1.41 2.29 1.33  0.001
N: -1.00 1.82 0.01  -0.018
S: -1.60 0.71 1.19  -0.002
O: -0.73 0.48 2.45  -0.002
O: -2.96 1.32 1.71  0.000
P: -2.12 -1.25 0.44  0.000
N: -2.26 -1.08 -1.35  0.001
O: -0.83 -2.38 0.86  0.000
H: 2.45 -1.75 1.60  0.000
H: 1.90 -1.81 -0.51  0.000
H: 1.11 0.31 -1.96  -0.002
H: 2.69 1.02 -1.22  0.000
H: -1.30 -0.76 -1.65  0.000
H: -2.41 -2.08 -1.68  0.000
H: -0.94 -2.67 1.84  0.000
Eu: -1.06 1.51 -2.49  7.029

***

This record from OMol25 describes a molecular structure, C29H23F6N7O9S3Ta at a distorted geometry. The level of theory is ωB97M-V/def2-TZVPD.

net charge: +1
LUMO level: -3.760 eV
Kohn-Sham gap: 7.816 eV
calculated total energy: -109661.7383 eV
HOMO energy: -11.58 eV

Last column: Mulliken charge in e.
Atoms and positions in Å:
Ta: 0.20 -0.01 -0.56  0.599
O: -0.68 0.51 1.01  1.224
C: -1.57 0.15 1.95  0.154
C: -1.48 0.67 3.23  -0.341
C: -2.41 0.31 4.18  -0.888
C: -3.44 -0.57 3.86  -0.861
C: -3.53 -1.07 2.58  -1.419
C: -2.59 -0.72 1.61  0.559
C: -2.63 -1.28 0.26  0.447
N: -1.66 -1.25 -0.66  0.998
C: -2.10 -1.99 -1.74  -0.595
C: -3.34 -2.45 -1.49  -1.143
N: -3.66 -2.00 -0.22  -0.031
H: -0.68 1.37 3.44  0.610
H: -2.33 0.70 5.19  0.464
H: -4.17 -0.85 4.60  0.448
H: -4.34 -1.76 2.34  0.439
H: -1.50 -2.16 -2.62  0.455
H: -4.01 -3.06 -2.07  0.468
H: -4.53 -2.15 0.25  0.189
C: 2.64 1.60 6.29  -1.565
C: 2.70 1.08 4.88  0.919
C: 2.31 1.87 3.80  -0.831
C: 2.34 1.38 2.51  -0.086
C: 2.77 0.08 2.29  0.477
C: 3.21 -0.72 3.34  -0.762
C: 3.17 -0.21 4.63  -0.820
S: 2.62 -0.62 0.70  1.006
O: 3.77 -1.38 0.34  -0.656
O: 2.22 0.50 -0.22  -0.737
N: 1.21 -1.39 0.66  0.267
C: 1.05 -2.78 0.98  0.816
C: 2.09 -3.59 1.43  -0.935
C: 1.81 -4.90 1.74  -0.621
C: 0.52 -5.39 1.58  -0.927
C: -0.44 -4.50 1.13  -0.215
N: -0.19 -3.23 0.83  0.058
H: 1.96 2.45 6.37  0.370
H: 3.63 1.94 6.62  0.328
H: 2.31 0.83 6.98  0.397
H: 1.98 2.89 3.97  0.473
H: 2.03 2.01 1.68  0.430
H: 3.58 -1.72 3.16  0.382
H: 3.51 -0.83 5.45  0.446
H: 3.09 -3.21 1.51  0.531
H: 2.60 -5.55 2.09  0.450
H: 0.27 -6.41 1.81  0.411
H: -1.47 -4.83 0.99  0.419
O: 1.00 -1.29 -1.88  -0.269
N: 0.85 -1.18 -3.18  -1.196
N: -0.01 -0.32 -3.46  1.218
O: -0.63 0.33 -2.51  -0.136
C: -0.32 0.00 -4.84  0.476
C: 0.28 -0.73 -5.86  -0.570
C: -0.03 -0.40 -7.17  -0.640
C: -0.91 0.64 -7.44  -0.498
C: -1.50 1.35 -6.40  -0.982
C: -1.20 1.03 -5.09  0.129
H: 0.96 -1.54 -5.63  0.481
H: 0.43 -0.95 -7.98  0.414
H: -1.14 0.89 -8.46  0.411
H: -2.18 2.17 -6.61  0.437
H: -1.62 1.59 -4.26  0.305
F: -2.66 2.95 0.91  -0.238
C: -2.13 3.00 -0.31  0.527
F: -2.38 1.84 -0.93  -0.126
F: -2.66 3.98 -0.99  -0.259
S: -0.26 3.26 -0.10  1.367
O: 0.32 2.00 -0.71  0.185
O: -0.04 3.37 1.30  -0.665
N: 0.15 4.50 -0.94  -0.784
S: 0.29 4.26 -2.55  0.863
O: 0.55 5.49 -3.22  -0.640
O: -0.76 3.40 -3.01  -0.514
C: 1.91 3.32 -2.78  0.579
F: 2.61 3.94 -3.72  -0.240
F: 2.60 3.27 -1.65  -0.218
F: 1.66 2.06 -3.18  -0.219

***

This record from OMol25 describes 11 unconnected molecules or ions with the total composition C10H40F6N20O10P at a distorted geometry. The level of theory is ωB97M-V/def2-TZVPD.

net charge: -1
LUMO level: 2.119 eV
Kohn-Sham gap: 9.546 eV
calculated total energy: -86908.7551 eV
HOMO energy: -7.43 eV

Last column: Mulliken charge in e.
Atoms and positions in Å:
P: -0.38 0.66 0.26  1.747
F: -0.18 -0.90 -0.33  -0.122
F: 1.05 0.65 0.86  -0.350
F: 0.10 1.36 -1.10  -0.706
F: -0.56 2.16 0.87  -0.410
F: -1.92 0.72 -0.24  -0.353
F: -0.98 0.03 1.68  -0.453
C: 2.36 0.05 3.80  0.595
O: 3.43 -0.48 3.61  -0.784
N: 2.28 1.36 3.85  -0.312
N: 1.18 -0.64 4.03  -0.310
H: 3.18 1.77 3.89  0.216
H: 1.55 1.84 4.33  0.199
H: 1.23 -1.62 3.72  0.173
H: 0.30 -0.25 4.29  0.179
C: -3.85 -0.17 3.81  0.529
O: -2.98 -0.77 4.33  -0.612
N: -3.57 1.12 3.42  -0.514
N: -5.16 -0.60 3.73  -0.543
H: -4.12 1.51 2.69  0.397
H: -2.59 1.32 3.27  0.250
H: -5.17 -1.56 4.01  0.259
H: -5.63 -0.38 2.84  0.315
C: 3.44 3.29 1.17  0.343
O: 4.39 4.03 1.20  -0.701
N: 2.18 3.84 1.31  -0.321
N: 3.58 1.99 0.90  0.013
H: 1.39 3.21 1.47  0.157
H: 2.20 4.69 1.86  0.250
H: 2.96 1.39 0.39  -0.151
H: 4.53 1.82 0.60  0.175
C: -2.76 -3.18 0.39  0.381
O: -3.43 -4.16 0.10  -0.718
N: -3.18 -1.92 -0.03  -0.302
N: -1.61 -3.24 1.08  -0.107
H: -2.53 -1.20 0.03  0.273
H: -3.70 -2.02 -0.88  0.201
H: -1.28 -2.33 1.42  -0.039
H: -1.24 -4.01 1.60  0.229
C: -2.95 4.63 -1.75  0.639
O: -4.12 4.81 -1.76  -0.736
N: -2.60 3.39 -1.40  -0.150
N: -2.12 5.55 -2.33  -0.405
H: -1.61 3.23 -1.45  0.130
H: -3.19 2.89 -0.77  0.070
H: -2.53 6.35 -2.76  0.222
H: -1.14 5.53 -2.15  0.192
C: -5.51 1.70 0.03  0.254
O: -5.42 1.33 1.21  -0.670
N: -6.02 3.05 -0.23  -0.536
N: -5.05 0.94 -0.96  -0.172
H: -6.11 3.73 0.51  0.293
H: -5.40 3.53 -0.93  0.301
H: -5.43 0.95 -1.89  0.223
H: -4.72 0.06 -0.57  0.266
C: 0.77 -4.01 -4.62  0.411
O: 0.50 -4.82 -5.54  -0.677
N: -0.09 -3.89 -3.46  -0.256
N: 2.02 -3.44 -4.64  -0.287
H: -0.07 -3.23 -2.69  0.195
H: -0.93 -4.38 -3.66  0.194
H: 2.50 -3.62 -5.49  0.207
H: 2.37 -2.64 -4.18  0.203
C: 1.85 0.60 -4.08  0.526
O: 2.63 0.25 -4.97  -0.688
N: 0.75 -0.11 -3.82  -0.243
N: 2.06 1.68 -3.19  -0.496
H: 0.11 0.21 -3.11  0.088
H: 0.47 -0.88 -4.34  0.227
H: 1.64 1.61 -2.27  0.371
H: 3.06 1.96 -3.13  0.275
C: 4.73 -0.90 0.12  0.503
O: 3.52 -0.73 -0.14  -0.475
N: 5.29 -0.49 1.27  -0.371
N: 5.47 -1.60 -0.91  -0.585
H: 4.51 -0.42 1.98  0.287
H: 6.19 -0.85 1.49  0.226
H: 4.80 -1.85 -1.59  0.264
H: 6.27 -1.03 -1.04  0.246
C: 2.29 -4.08 0.51  0.472
O: 2.62 -5.24 0.38  -0.713
N: 1.91 -3.24 -0.50  0.095
N: 2.56 -3.53 1.73  -0.224
H: 1.81 -2.29 -0.14  -0.246
H: 2.29 -3.36 -1.43  0.143
H: 2.64 -2.55 2.01  0.140
H: 2.87 -4.20 2.44  0.197

***

This record from OMol25 describes a single C4H5N3 molecule at a distorted geometry. The level of theory is ωB97M-V/def2-TZVPD.

net charge: 0
SMILES: N#C[C@H]1CN=CN1
LUMO level: 0.732 eV
Kohn-Sham gap: 10.299 eV
calculated total energy: -8698.2994 eV
HOMO energy: -9.57 eV

Last column: natural (NBO) charge in e.
Atoms and positions in Å:
N: -2.00 -2.21 0.29  -0.302
C: -1.29 -1.41 -0.14  0.258
C: -0.43 -0.31 -0.59  -0.173
C: -0.59 1.08 0.26  -0.236
N: 0.71 1.33 0.86  -0.451
C: 1.49 0.40 0.47  0.259
N: 1.00 -0.55 -0.40  -0.615
H: -0.62 -0.14 -1.67  0.232
H: -0.80 1.76 -0.55  0.202
H: -1.35 1.22 1.05  0.227
H: 2.53 0.34 0.76  0.196
H: 1.34 -1.50 -0.32  0.405

***

This record from OMol25 describes a molecular structure, C14H31F4N3NbO at a distorted geometry. The level of theory is ωB97M-V/def2-TZVPD.

net charge: -1
LUMO level: 2.821 eV
Kohn-Sham gap: 7.736 eV
calculated total energy: -33955.5115 eV
HOMO energy: -4.91 eV

Last column: natural (NBO) charge in e.
Atoms and positions in Å:
C: -3.32 -0.51 3.62  -0.606
C: -2.00 -0.09 2.97  -0.416
C: -0.98 -1.22 2.83  -0.211
N: -0.92 -1.81 1.48  -1.005
Nb: 0.41 -1.46 0.00  1.440
C: -0.64 -1.11 -1.99  -0.880
C: -2.11 -1.52 -1.96  -0.235
N: -2.31 -2.72 -1.12  -0.850
C: 0.96 0.64 0.57  -0.845
C: 2.41 1.09 0.82  -0.401
C: 2.91 2.37 0.12  -0.405
C: 2.44 2.56 -1.33  -0.199
N: 1.12 3.17 -1.51  -0.563
C: 0.14 2.64 -2.44  -0.396
C: 0.71 4.34 -0.83  0.747
C: 0.20 4.15 0.58  -0.740
O: 0.68 5.41 -1.37  -0.554
C: 1.05 -3.69 -0.54  0.356
F: 2.43 -3.86 -0.45  -0.376
F: 0.52 -4.63 0.37  -0.400
C: 0.74 -4.30 -1.93  0.502
F: -0.55 -4.77 -1.99  -0.360
F: 1.54 -5.34 -2.27  -0.351
H: -3.58 -1.54 3.34  0.200
H: -4.15 0.12 3.29  0.201
H: -3.31 -0.49 4.72  0.197
H: -2.20 0.30 1.96  0.209
H: -1.55 0.74 3.54  0.195
H: 0.02 -0.84 3.08  0.193
H: -1.18 -2.02 3.56  0.176
H: -1.24 -2.78 1.51  0.396
H: 1.85 -1.88 1.05  -0.204
H: 1.88 -1.25 -1.10  -0.321
H: -0.13 -1.51 -2.87  0.211
H: -0.56 -0.01 -2.11  0.206
H: -2.73 -0.69 -1.58  0.164
H: -2.49 -1.74 -2.97  0.172
H: -2.77 -2.54 -0.24  0.363
H: -2.81 -3.45 -1.62  0.363
H: 0.34 0.86 1.46  0.197
H: 0.53 1.24 -0.25  0.222
H: 3.09 0.28 0.53  0.225
H: 2.55 1.22 1.90  0.190
H: 4.00 2.32 0.08  0.203
H: 2.68 3.28 0.69  0.179
H: 2.37 1.57 -1.80  0.221
H: 3.20 3.14 -1.88  0.170
H: -0.77 2.30 -1.91  0.178
H: 0.58 1.77 -2.93  0.221
H: -0.16 3.37 -3.21  0.189
H: -0.69 4.78 0.74  0.229
H: -0.01 3.11 0.81  0.244
H: 0.97 4.50 1.29  0.234
H: 0.83 -3.51 -2.69  0.131

***

This record from OMol25 describes 10 unconnected molecules or ions with the total composition C34H60N9O14 at a distorted geometry. The level of theory is ωB97M-V/def2-TZVPD.

net charge: -1
LUMO level: 0.455 eV
Kohn-Sham gap: 6.821 eV
calculated total energy: -78284.2218 eV
HOMO energy: -6.37 eV

Last column: Mulliken charge in e.
Atoms and positions in Å:
C: 0.48 -0.22 -0.06  0.231
O: 0.06 0.06 1.11  -0.170
O: 0.44 0.77 -1.02  -0.211
O: 1.05 -1.27 -0.32  -0.675
H: 0.05 1.48 -0.57  0.092
C: -3.06 1.49 0.49  0.460
C: -3.74 1.73 -0.94  -0.690
C: -4.95 2.69 -0.92  -0.675
C: -5.59 3.16 0.49  -0.034
C: -4.69 2.86 1.73  -0.607
C: -3.43 1.95 1.64  -0.571
N: -6.81 3.99 0.62  0.852
O: -7.41 3.99 1.69  -0.538
O: -7.16 4.59 -0.45  -0.540
H: -2.25 0.69 0.34  -0.180
H: -3.46 1.25 -1.91  0.485
H: -5.50 2.79 -1.84  0.390
H: -5.03 3.21 2.71  0.393
H: -3.21 1.78 2.54  1.187
C: 0.25 -1.97 -5.35  -0.737
C: 0.90 -1.25 -4.14  -0.254
C: 2.13 -0.34 -4.32  -0.206
C: 2.88 -0.47 -5.70  0.008
C: 2.17 -1.32 -6.89  -0.460
C: 0.83 -2.03 -6.51  -0.404
N: 4.16 0.28 -5.95  1.008
O: 5.08 0.16 -5.11  -0.535
O: 4.34 0.53 -7.09  -0.567
H: -0.53 -2.57 -5.21  0.598
H: 0.63 -1.00 -3.08  0.232
H: 2.61 0.12 -3.46  0.504
H: 2.69 -1.49 -7.90  0.318
H: 0.33 -2.41 -7.30  0.449
C: 0.79 5.12 0.70  -0.086
O: 1.55 4.41 0.09  -0.533
N: 0.13 4.72 1.86  0.209
C: -0.82 5.58 2.69  -1.271
C: 0.06 3.34 2.23  -0.532
H: 0.56 6.12 0.37  0.382
H: -1.14 6.15 1.83  0.397
H: -0.41 6.19 3.27  0.405
H: -1.49 5.06 3.14  0.451
H: -0.51 2.67 1.48  -0.001
H: -0.45 3.09 3.22  0.251
H: 1.01 3.03 2.21  0.230
C: -0.18 0.63 4.83  -0.262
O: 0.59 1.40 5.44  -0.686
N: -1.46 0.35 5.08  0.435
C: -2.12 -0.61 4.22  -1.191
C: -2.12 0.77 6.30  -1.131
H: 0.25 0.28 3.94  0.712
H: -2.37 -1.61 4.83  0.346
H: -1.83 -0.67 3.32  0.185
H: -3.19 -0.32 4.10  0.559
H: -1.89 0.29 7.29  0.334
H: -3.15 0.48 6.25  0.471
H: -2.23 2.00 6.48  0.229
C: 5.51 2.69 0.71  0.266
O: 6.75 3.10 0.51  -0.741
N: 5.20 1.50 0.43  0.319
C: 3.90 1.05 0.79  -1.646
C: 6.12 0.54 -0.22  -0.784
H: 4.72 3.40 1.18  0.296
H: 3.09 1.08 0.02  0.344
H: 3.41 1.42 1.69  0.461
H: 4.16 0.16 1.20  0.672
H: 6.06 0.82 -1.25  0.194
H: 5.59 -0.45 -0.22  0.344
H: 7.24 0.72 -0.04  0.287
C: 2.70 3.15 -2.68  0.417
O: 1.52 3.21 -3.17  -0.740
N: 3.78 3.46 -3.41  0.190
C: 5.04 3.17 -2.82  -1.195
C: 3.73 3.69 -4.92  -1.222
H: 2.61 2.69 -1.69  0.297
H: 5.50 2.31 -2.96  0.374
H: 4.80 3.27 -1.84  0.377
H: 5.72 3.99 -3.07  0.362
H: 3.08 3.15 -5.27  0.544
H: 4.73 3.28 -5.37  0.324
H: 3.58 4.83 -5.06  0.258
C: -5.06 -3.48 0.83  0.091
O: -6.29 -3.71 0.38  -0.650
N: -4.19 -2.67 0.30  0.391
C: -2.86 -2.41 0.83  -1.843
C: -4.74 -1.78 -0.79  -0.929
H: -5.01 -4.27 1.78  0.254
H: -2.19 -1.68 0.45  0.428
H: -2.35 -3.22 0.61  0.986
H: -2.70 -2.32 1.86  0.363
H: -3.77 -1.22 -1.13  0.084
H: -5.36 -1.11 -0.40  0.588
H: -5.17 -2.48 -1.64  0.279
C: 1.06 -4.12 1.93  0.120
O: 0.96 -5.25 1.56  -0.597
N: 1.08 -3.87 3.30  0.182
C: 0.90 -2.45 3.77  -0.943
C: 1.20 -4.97 4.35  -1.146
H: 0.92 -3.38 1.07  0.300
H: 1.66 -2.29 4.59  0.315
H: 0.08 -2.11 4.12  0.371
H: 1.12 -1.84 2.86  0.193
H: 2.12 -5.29 4.34  0.415
H: 0.49 -5.79 4.21  0.338
H: 0.87 -4.74 5.33  0.396
C: -2.69 -5.14 -1.82  0.286
O: -3.21 -6.27 -1.57  -0.701
N: -1.37 -5.07 -1.77  0.269
C: -0.70 -3.86 -1.72  -0.743
C: -0.68 -6.34 -1.54  -0.991
H: -3.22 -4.12 -1.89  0.193
H: -0.01 -3.63 -0.93  0.173
H: -1.48 -3.02 -1.55  -0.246
H: -0.27 -3.65 -2.61  0.686
H: -1.21 -7.29 -1.68  0.355
H: -0.51 -6.54 -0.48  0.298
H: 0.25 -6.59 -2.02  0.387